ORCA calculation (ωB97M-V/def2-TZVPD) on a cluster of 2 separate species, C5H6O in total in a non-equilibrium geometry.

Output
Highest occupied orbital energy in eV: -9.1
SMILES: C=C=O.C#CC
Orbital gap in eV: 9.84
Relative energy (zero: lowest compared OMol25 entry of this formula, charge and spin) in kcal per mole: 76.3
Charge: 0

Structure (XYZ):
```
12
Properties=species:S:1:pos:R:3:mulliken_charge:R:1
O 3.340 0.604 0.905 -0.3764
C -0.913 -0.734 0.231 -0.1858
H -1.064 2.105 -1.030 0.2623
C 1.895 -1.164 1.871 -0.8405
H 2.490 -2.156 1.809 0.1808
C 2.631 -0.149 1.457 0.6939
C -0.811 1.191 -1.598 -0.8647
H -1.663 0.815 -2.243 0.2272
H 0.229 1.069 -1.969 0.2633
C -0.783 0.193 -0.506 -0.1698
H 0.907 -1.042 2.232 0.3229
H -1.060 -1.408 0.995 0.4868
```

ORCA calculation (ωB97M-V/def2-TZVPD) on an isolated molecule of C5H6O.

Output
Highest occupied orbital energy in eV: -9.5
SMILES: CC=C=CC=O
Orbital gap in eV: 9.74
Relative energy (zero: lowest compared OMol25 entry of this formula, charge and spin) in kcal per mole: 44.9
Charge: 0

Structure (XYZ):
```
12
Properties=species:S:1:pos:R:3:mulliken_charge:R:1
C 0.918 0.724 -0.609 -0.2565
H -1.699 -2.830 0.929 0.3017
H -0.093 -1.147 1.744 0.3263
C -1.050 -2.354 0.164 0.0289
C 0.361 -0.333 -0.093 0.1636
H -0.667 2.241 -0.673 0.2883
O -0.969 -2.807 -0.957 -0.4754
C 0.334 2.079 -0.262 -0.9109
H 0.247 2.123 0.831 0.2854
H 1.866 0.642 -1.140 0.3362
H 0.998 2.880 -0.598 0.3009
C -0.247 -1.219 0.665 -0.3883
```

ORCA calculation (ωB97M-V/def2-TZVPD) on an isolated molecule of C5H6O in a non-equilibrium geometry.

Output
Highest occupied orbital energy (alpha / beta) in eV: -4.7 / -9.7
Orbital gap (alpha / beta) in eV: 5.78 / 7.82
2S+1: 3
Relative energy (zero: lowest compared OMol25 entry of this formula, charge and spin) in kcal per mole: 21.1
Charge: 0
<S²>: 2.02

Structure (XYZ):
```
12
Properties=species:S:1:pos:R:3:mulliken_charge:R:1
H 0.269 2.013 -0.449 0.3541
C 0.423 -0.078 -0.020 0.4715
C -1.689 0.770 -0.106 -0.4274
H -2.565 -1.186 0.340 0.3843
C 1.880 -0.441 -0.042 -0.8150
H 2.525 -0.524 -0.998 0.2292
H 1.790 -1.507 0.425 0.2356
O -0.593 -1.188 0.081 -0.3611
H -2.511 1.393 0.131 0.3747
C -1.726 -0.545 0.023 -0.1076
C -0.224 1.122 -0.087 -0.6211
H 2.420 0.171 0.701 0.2827
```

In g mol⁻¹, the M values for the records above are, in order, 82.10 82.10 82.10.